ORCA calculation (ωB97M-V with the def2-TZVPD basis set) on a structure of composition C46H59BBrF7N8O8PS2 at a distorted geometry.

XYZ file:
```
133
Properties=species:S:1:pos:R:3:lowdin_charge:R:1
C 2.08352 3.72386 3.96332 -0.07
C 3.35034 3.35233 3.17538 -0.19
C 3.38999 4.12807 1.85763 -0.22
O 2.16595 3.92528 1.19486 -0.10
C 2.22571 3.95869 -0.21556 -0.35
B 2.91654 5.38656 -0.62695 -0.43
C 2.42075 6.69914 0.06319 0.03
O 3.88196 5.49242 -1.59273 0.17
C 3.01240 2.73732 -0.74149 -0.02
C 2.51036 2.10327 -2.07773 -0.46
O 2.88174 3.03519 -3.05303 0.02
C 3.33899 0.80801 -2.18304 -0.21
O 4.69055 1.20150 -2.32882 -0.14
C 5.55686 0.62349 -1.35883 -0.26
C 6.98537 1.01280 -1.60200 -0.06
C 0.94521 1.86293 -2.08547 -0.62
Br 0.56558 -0.04378 -1.82013 1.05
S 0.32898 2.09876 -3.86605 0.58
C 1.39536 1.19910 -4.98451 -0.09
O -0.94095 1.44333 -3.97631 -0.38
O 0.34955 3.48549 -4.21415 -0.30
N 0.16177 2.69299 -1.10042 -0.30
P -1.53296 3.38248 -1.75957 0.89
N -2.33161 4.04534 -0.61233 -0.20
S -0.13468 1.93681 0.52548 0.74
O -0.45990 2.97873 1.43456 -0.20
O 1.01185 1.19357 0.91797 -0.23
C -1.60919 0.77654 0.55236 -0.46
F -2.31465 0.71511 -0.58254 0.09
F -1.06426 -0.44198 0.72004 0.07
C -2.52341 0.95467 1.83158 -0.35
F -1.77879 0.94535 2.94326 0.17
F -3.24477 -0.19404 1.81997 0.16
C -3.58585 2.08654 1.83634 -0.52
F -3.05887 3.28774 2.10019 0.18
F -4.29323 2.08157 0.69732 0.17
F -4.42936 1.77754 2.84805 0.17
C 0.88173 4.02775 -0.86455 -0.10
H 1.30169 3.01944 3.72741 0.06
H 2.29496 3.72777 5.02367 0.08
H 1.76156 4.71567 3.67363 0.08
H 4.25974 3.60963 3.70430 0.11
H 3.34323 2.30087 2.91333 0.11
H 3.55736 5.17062 2.12576 0.13
H 4.26796 3.78150 1.30685 0.13
H 2.15011 7.46096 -0.65911 0.08
H 1.63943 6.53456 0.79571 0.07
H 3.28021 7.08991 0.60772 0.09
H 4.72869 5.13595 -1.31915 0.12
H 3.14908 1.97561 0.01285 0.12
H 4.00606 3.07211 -0.99426 0.12
H 3.57117 2.67516 -3.61742 0.12
H 3.09854 0.21374 -3.05940 0.11
H 3.26433 0.23653 -1.27086 0.11
H 5.48651 -0.46104 -1.42563 0.13
H 5.28014 0.90945 -0.34415 0.12
H 7.57429 0.50760 -0.84283 0.09
H 7.36431 0.66244 -2.55151 0.06
H 7.16442 2.06991 -1.45281 0.08
H 2.44556 1.33013 -4.79083 0.06
H 1.16623 1.68379 -5.92553 0.09
H 1.09559 0.16380 -5.02940 0.08
H -1.12409 4.36309 -2.65879 0.06
H -2.24742 2.32773 -2.33210 0.04
H -3.22315 3.57213 -0.49664 -0.01
H 1.00983 4.43095 -1.86822 0.14
H 0.23263 4.72094 -0.33559 0.14
N -3.91942 -3.17458 -5.47539 0.06
C -4.02594 -3.89790 -4.36098 -0.13
C -3.32812 -3.61520 -3.19456 -0.06
C -2.47408 -2.52623 -3.18942 -0.09
C -2.35038 -1.76431 -4.33987 -0.08
C -3.09513 -2.13131 -5.45087 -0.16
H -4.70432 -4.74428 -4.41085 0.08
H -3.45373 -4.23510 -2.31757 0.10
H -1.91187 -2.27406 -2.29654 0.07
H -1.69618 -0.90493 -4.37719 0.06
H -3.03309 -1.56149 -6.37208 0.10
N -6.00160 -6.79654 -5.14976 0.04
C -5.85234 -6.66028 -6.46600 -0.15
C -6.02828 -7.69654 -7.36992 -0.07
C -6.37513 -8.94439 -6.88002 -0.08
C -6.53269 -9.10420 -5.51336 -0.07
C -6.33629 -8.00241 -4.69587 -0.15
H -5.57732 -5.66697 -6.80588 0.10
H -5.89622 -7.52757 -8.42939 0.10
H -6.52076 -9.77960 -7.55264 0.11
H -6.80244 -10.06095 -5.08865 0.10
H -6.45275 -8.08292 -3.62080 0.10
N 9.67431 -0.24674 -3.64428 0.04
C 10.57548 0.65634 -4.02565 -0.16
C 11.39515 0.50626 -5.13320 -0.07
C 11.27563 -0.64884 -5.88731 -0.08
C 10.34502 -1.60054 -5.50549 -0.07
C 9.57244 -1.35050 -4.38241 -0.16
H 10.63985 1.54425 -3.40623 0.10
H 12.10828 1.27500 -5.39554 0.10
H 11.89808 -0.80517 -6.75846 0.11
H 10.21967 -2.51711 -6.06464 0.10
H 8.83074 -2.06914 -4.05069 0.10
N -0.83327 0.06574 7.02278 0.05
C -1.15846 -0.62735 8.11137 -0.15
C -2.43898 -1.09285 8.37312 -0.06
C -3.43681 -0.81880 7.45371 -0.08
C -3.11795 -0.09711 6.31519 -0.07
C -1.80560 0.31814 6.15017 -0.16
H -0.34750 -0.81637 8.80559 0.10
H -2.64593 -1.65386 9.27376 0.11
H -4.44891 -1.16435 7.62135 0.10
H -3.86823 0.13861 5.57166 0.10
H -1.50790 0.88332 5.27664 0.08
N -1.05749 -5.30656 0.75831 0.06
C -1.12163 -3.98802 0.91292 -0.16
C -0.70567 -3.32369 2.05564 -0.07
C -0.19693 -4.07296 3.10419 -0.07
C -0.12515 -5.44810 2.96249 -0.07
C -0.56536 -6.01237 1.77305 -0.15
H -1.53139 -3.43809 0.07020 0.09
H -0.78063 -2.24997 2.12397 0.08
H 0.13704 -3.59285 4.01506 0.11
H 0.26345 -6.07274 3.75437 0.10
H -0.52366 -7.08469 1.62005 0.11
N -7.59607 -0.43593 10.01340 0.06
C -8.86639 -0.35277 9.62843 -0.15
C -9.27040 0.20185 8.42272 -0.07
C -8.29966 0.70078 7.57135 -0.08
C -6.97127 0.62411 7.95719 -0.08
C -6.67623 0.04704 9.18315 -0.17
H -9.59391 -0.75254 10.32575 0.10
H -10.31854 0.24066 8.16110 0.10
H -8.57369 1.14286 6.62209 0.10
H -6.18080 1.00287 7.32275 0.09
H -5.65013 -0.03742 9.52574 0.10
```

Results
Net charge: +1
E: -7263.4111 Ha
Frontier orbital gap: 6.8 eV
Molecular weight: 1170.836 Da



ORCA calculation (ωB97M-V with the def2-TZVPD basis set) on a structure of composition C46H59N7O2SeY.

XYZ file:
```
116
Properties=species:S:1:pos:R:3:lowdin_charge:R:1
Y -0.24187 0.01408 0.35166 1.59
C -3.96426 3.54339 0.94459 -0.08
C -4.18623 2.03524 0.80346 -0.19
C -4.44097 1.66597 -0.63000 -0.18
C -5.74947 1.58140 -1.09144 -0.05
C -6.03257 1.34197 -2.42649 -0.09
C -4.98892 1.19309 -3.32068 -0.06
C -3.66323 1.26583 -2.90189 -0.20
C -2.58478 1.02563 -3.93709 -0.22
C -2.37274 2.21285 -4.87759 -0.08
C -3.39214 1.49872 -1.54378 -0.21
N -2.02514 1.50372 -1.11856 0.05
C -1.34846 2.52183 -1.53894 -0.11
C 0.06907 2.56740 -1.53872 -0.37
C 0.92010 3.54288 -2.06931 -0.06
C 2.20604 2.99911 -2.02181 -0.08
C 2.07135 1.71986 -1.47299 -0.18
N 0.78525 1.45401 -1.17154 -0.11
H -3.74083 3.80051 1.97808 0.06
H -4.84344 4.09855 0.60776 0.07
H -3.11489 3.86256 0.33559 0.07
H -5.04953 1.73770 1.40404 0.11
H -3.31813 1.51397 1.20028 0.07
H -6.55756 1.71241 -0.38027 0.11
H -7.05871 1.26726 -2.76444 0.10
H -5.19572 0.99148 -4.36668 0.11
H -2.88010 0.15757 -4.53437 0.11
H -1.64142 0.76328 -3.45777 0.09
H -3.29989 2.47102 -5.39261 0.07
H -1.61706 1.98180 -5.63031 0.07
H -2.04126 3.09783 -4.33344 0.06
H -1.86976 3.37068 -1.98816 0.14
H 0.61951 4.50143 -2.46551 0.10
H 3.12651 3.44764 -2.36034 0.09
H 2.85131 0.98477 -1.31290 0.07
C 3.37697 -2.48434 1.69099 -0.05
C 3.62126 -1.09902 2.29627 -0.36
C 3.44255 -0.01599 1.24237 -0.08
C 2.81457 -0.79160 3.54566 -0.13
C 3.52326 -0.49963 4.70691 -0.04
C 2.88114 -0.20906 5.89760 -0.08
C 1.50055 -0.20533 5.93769 -0.04
C 0.73974 -0.48197 4.80380 -0.15
C -0.77846 -0.46228 4.91928 -0.36
C -1.31542 -1.76989 5.51329 -0.05
C -1.28465 0.70281 5.77448 -0.07
C 1.40947 -0.77489 3.60135 -0.17
N 0.63522 -1.10655 2.43535 0.01
C 0.10537 -2.28712 2.49409 -0.13
C -0.75950 -2.86275 1.54156 -0.33
C -1.20635 -4.18238 1.60038 -0.04
C -1.95314 -4.38299 0.45002 -0.05
C -1.92966 -3.17382 -0.26101 -0.27
N -1.21769 -2.22861 0.39460 0.02
C -2.55311 -2.99858 -1.62525 -0.54
C -2.66593 -1.53165 -1.98981 -0.06
C -1.68180 -3.72430 -2.66097 -0.04
C -3.96194 -3.60521 -1.63916 -0.05
H 4.15273 -2.69495 0.95334 0.06
H 2.42104 -2.53702 1.16958 0.06
H 3.39311 -3.26169 2.45862 0.08
H 4.66879 -1.07345 2.61098 0.13
H 2.39618 -0.01909 0.93269 0.02
H 3.68493 0.97238 1.63797 0.08
H 4.05452 -0.21927 0.36172 0.00
H 4.60645 -0.51153 4.66737 0.11
H 3.45514 0.01148 6.78906 0.10
H 0.99791 0.02044 6.86898 0.10
H -1.18933 -0.33891 3.91654 0.11
H -0.88382 -1.93817 6.50377 0.08
H -1.08937 -2.63914 4.89722 0.06
H -2.40038 -1.71310 5.62241 0.08
H -1.04691 0.55535 6.83066 0.07
H -2.36973 0.77168 5.68919 0.09
H -0.87454 1.65876 5.45495 0.07
H 0.35521 -2.93563 3.33562 0.14
H -0.98784 -4.88589 2.38980 0.10
H -2.45071 -5.28972 0.14543 0.10
H -1.68547 -1.05687 -2.07079 0.05
H -3.25658 -0.99802 -1.24593 0.09
H -3.16558 -1.42050 -2.95456 0.09
H -0.65976 -3.34453 -2.63051 0.06
H -2.08310 -3.57325 -3.66782 0.08
H -1.64822 -4.79637 -2.45895 0.08
H -4.59890 -3.11921 -0.89801 0.09
H -3.94301 -4.67406 -1.42441 0.07
H -4.41499 -3.46732 -2.62442 0.08
N 1.06856 2.25546 1.50612 0.02
C 0.42085 2.52990 2.78622 -0.15
C -1.05671 2.15472 2.69074 -0.63
O -1.89380 2.76366 3.33372 0.04
O -1.29360 1.15355 1.90476 -0.23
H 2.07729 2.29851 1.56965 0.07
H 0.79446 2.94998 0.81658 0.08
H 0.50147 3.56347 3.12964 0.12
H 0.86856 1.88355 3.54553 0.11
C 0.76163 -1.77319 -4.87221 -0.08
C 1.89468 -1.42751 -3.90356 -0.24
C 1.40980 -1.36352 -2.52921 -0.21
N 0.89539 -1.29711 -1.50693 0.15
H 1.14344 -1.76062 -5.89219 0.08
H -0.05177 -1.05012 -4.79900 0.07
H 0.35527 -2.76353 -4.66930 0.06
H 2.32241 -0.44331 -4.10444 0.11
H 2.73147 -2.12335 -3.94460 0.07
Se 4.80650 -1.30815 -2.04059 0.52
C 5.97780 0.15479 -2.25377 -0.75
C 5.88130 1.05726 -3.32218 -0.15
C 6.74875 2.13083 -3.40904 -0.20
N 7.71438 2.39884 -2.52687 0.02
C 7.80869 1.54133 -1.50787 -0.19
C 6.99206 0.43938 -1.32911 -0.15
H 5.12257 0.91351 -4.08143 0.08
H 6.66236 2.82381 -4.24207 0.09
H 8.59093 1.75146 -0.78311 0.09
H 7.13498 -0.20829 -0.47333 0.08
```

Results
Net charge: -1
E: -4762.0985 Ha
Frontier orbital gap: 6.4 eV
Molecular weight: 909.891 Da



Question: What is the net charge in the second record?
Answer: -1



Question: Which value of molecular weight does entry 2 give?
Answer: 909.891 Da



Question: Which of these has the highest E?
Answer: C46H59N7O2SeY